# 1
Molecular formula: C41H69BClNO19S
Method: DFT, ωB97M-V with the def2-TZVPD basis set

Each line ends with the Mulliken charge.
Element x y z (Å)
C: 2.02077 3.96357 4.96577  -1.420
C: 1.55255 3.33181 3.65988  0.093
S: 1.19527 4.51294 2.35413  -0.163
C: -0.61798 4.61601 2.19633  -1.078
C: -1.37340 3.46070 2.74940  0.941
C: -1.08951 2.16256 2.38436  -1.193
C: -1.78399 1.08216 2.87499  -1.265
C: -2.84087 1.25539 3.75228  -0.351
B: -3.65949 0.04152 4.34236  0.916
O: -4.40343 -0.74675 3.53746  -0.499
O: -3.58656 -0.23878 5.67608  -0.627
C: -3.13417 2.55171 4.09838  1.104
C: -2.42081 3.62757 3.62956  -0.115
C: -3.02239 4.86064 4.20002  0.078
O: -2.89844 6.00898 3.90412  -0.566
N: -3.91772 4.40832 5.24657  0.262
C: -3.40832 4.72828 6.57287  -0.451
C: -4.49422 5.28076 7.46986  0.325
O: -4.77602 6.42572 7.49991  -0.431
Cl: -5.31343 4.09302 8.47662  -0.174
C: -4.21848 3.05287 4.97503  -0.444
O: -5.19482 2.46203 5.33843  -0.483
H: 1.40393 4.80044 5.24792  0.300
H: 3.05938 4.23807 4.89285  0.331
H: 1.97389 3.20467 5.73409  0.425
H: 0.73850 2.65766 3.87168  0.039
H: 2.35175 2.72425 3.28132  0.432
H: -0.80632 4.63793 1.13389  0.418
H: -1.00738 5.53272 2.59764  0.507
H: -0.27552 1.99774 1.70667  0.919
H: -1.47464 0.11742 2.54362  0.728
H: -4.88403 -1.37129 4.09191  0.270
H: -2.83500 0.22867 6.04178  0.334
H: -2.92877 3.87895 7.04658  0.422
H: -2.67609 5.51133 6.50252  0.426
C: -2.65607 -4.20004 -1.23676  -0.681
C: -2.17925 -3.85750 0.15850  -0.622
O: -1.39842 -2.65569 0.17707  -0.310
C: -1.93988 -1.43492 0.26414  0.841
C: -3.42883 -1.25183 0.09201  -0.874
O: -1.20575 -0.49312 0.42063  -0.553
H: -3.31203 -3.42929 -1.64212  0.229
H: -3.20028 -5.14461 -1.23197  0.401
H: -1.80427 -4.28766 -1.91026  0.072
H: -2.99577 -3.79131 0.87845  0.443
H: -1.50991 -4.63786 0.51578  0.377
H: -3.62503 -0.99255 -0.94787  0.022
H: -3.74822 -0.43195 0.72834  0.250
H: -4.02217 -2.11950 0.36356  0.452
C: -8.50241 2.84262 6.07690  -0.736
C: -8.34559 2.76975 4.57346  -0.199
O: -9.30863 1.89292 3.97598  -0.341
C: -10.55435 2.28140 3.65123  0.687
C: -11.07382 3.61269 4.15055  -0.872
O: -11.24823 1.53262 3.02125  -0.581
H: -9.47295 3.25099 6.36110  0.348
H: -7.72294 3.46915 6.50921  0.126
H: -8.43109 1.84488 6.50869  0.289
H: -8.37817 3.75484 4.10497  0.299
H: -7.37812 2.34037 4.33240  0.102
H: -11.63356 3.44482 5.06895  0.245
H: -11.74459 4.01643 3.39725  0.302
H: -10.30111 4.35514 4.33313  0.312
C: 2.13782 -2.33354 -1.04602  -0.903
C: 1.65791 -3.74655 -1.30623  0.413
O: 0.68015 -3.78674 -2.35590  -0.232
C: 1.00336 -3.84869 -3.65449  0.818
C: 2.44141 -3.63067 -4.07740  -0.912
O: 0.12843 -4.02339 -4.46038  -0.632
H: 2.63591 -1.91107 -1.92060  0.247
H: 2.83767 -2.31878 -0.21050  0.415
H: 1.29298 -1.68568 -0.80883  0.111
H: 2.47146 -4.43853 -1.51364  -0.315
H: 1.14955 -4.12157 -0.42065  0.281
H: 2.57369 -2.58578 -4.35808  0.285
H: 2.63340 -4.25543 -4.94601  0.295
H: 3.17164 -3.89611 -3.31726  0.170
C: 4.99303 -7.09222 -5.13664  -1.045
C: 5.51520 -6.36475 -3.91702  -0.042
O: 4.47877 -6.12385 -2.95238  -0.299
C: 4.09869 -7.02740 -2.03168  0.832
C: 4.57711 -8.45566 -2.14104  -1.257
O: 3.32915 -6.67697 -1.17870  -0.576
H: 4.60822 -8.08010 -4.88303  0.299
H: 5.78737 -7.20919 -5.87286  0.380
H: 4.17291 -6.53285 -5.58713  0.268
H: 6.35986 -6.87579 -3.45727  0.499
H: 5.87004 -5.38178 -4.20570  -0.190
H: 3.81882 -9.03654 -2.66333  0.293
H: 4.69379 -8.85038 -1.13561  0.360
H: 5.53044 -8.56885 -2.65094  0.354
C: 2.92527 3.64396 -2.54456  -0.891
C: 3.39906 4.60706 -1.47974  -0.404
O: 3.22996 4.02830 -0.18521  -0.340
C: 4.14798 3.27518 0.42742  0.864
C: 5.40142 2.86268 -0.31078  -1.180
O: 3.91640 2.89152 1.54392  -0.547
H: 3.50373 2.71890 -2.55413  0.239
H: 2.98438 4.09456 -3.53463  0.405
H: 1.88849 3.37888 -2.34814  0.235
H: 4.42096 4.96044 -1.62382  0.307
H: 2.76205 5.48967 -1.49005  0.339
H: 5.24134 1.87561 -0.74138  0.249
H: 6.21413 2.80714 0.40828  0.347
H: 5.70404 3.55097 -1.09571  0.348
C: -3.17385 0.04304 -4.31329  -1.158
C: -2.06559 0.26437 -3.30572  0.211
O: -1.02522 1.10467 -3.81980  -0.363
C: -1.09357 2.44737 -3.77357  0.797
C: -2.40308 3.11312 -3.40875  -1.004
O: -0.12894 3.09560 -4.07571  -0.588
H: -3.67186 0.97659 -4.57459  0.306
H: -3.91816 -0.64472 -3.91315  0.375
H: -2.76677 -0.37568 -5.23318  0.341
H: -2.43830 0.65268 -2.35725  0.053
H: -1.57671 -0.68133 -3.08210  0.148
H: -2.92989 3.36956 -4.32632  0.264
H: -2.17668 4.02619 -2.86521  0.298
H: -3.05275 2.51116 -2.77936  0.334
C: 9.32822 -0.98166 -5.39157  -0.942
C: 8.19547 -1.81864 -5.94775  -0.373
O: 8.46008 -3.22053 -5.84139  -0.373
C: 8.20642 -3.93476 -4.73257  0.768
C: 7.86359 -3.21901 -3.44369  -0.902
O: 8.32066 -5.12951 -4.77917  -0.577
H: 9.47500 -1.15916 -4.32637  0.277
H: 9.12459 0.07883 -5.53801  0.353
H: 10.26150 -1.23322 -5.89384  0.299
H: 7.23586 -1.57282 -5.49111  0.319
H: 8.09026 -1.63340 -7.01444  0.322
H: 8.77474 -3.10162 -2.85971  0.302
H: 7.16564 -3.83741 -2.88451  0.260
H: 7.39850 -2.24615 -3.58145  0.325

Calculated values
Total energy   -3971.3691 Ha
SMILES   CCSCc1ccc(B(O)O)c2c1C(=O)N(CC(=O)Cl)C2=O.CCOC(C)=O.CCOC(C)=O.CCOC(C)=O.CCOC(C)=O.CCOC(C)=O.CCOC(C)=O.CCOC(C)=O
Net charge   0



# 2
Molecular formula: C41H69F4N3PSi4TeW
Method: DFT, ωB97M-V with the def2-TZVPD basis set

Each line ends with the Mulliken spin population.
Element x y z (Å)
W: -0.89457 0.68488 -0.76053  1.654
C: -1.66837 2.53860 -3.06847  0.066
N: -1.65704 2.55167 -1.58654  -0.061
C: -0.93245 3.78136 -1.16073  0.037
C: -3.07314 2.65205 -1.11993  0.099
C: -3.17765 2.32290 0.34772  -0.008
N: -2.35877 1.12866 0.56934  -0.035
C: -2.63811 0.32319 1.66355  -0.024
C: -1.88767 -0.84129 1.81910  0.038
F: -0.86043 -1.03803 0.92451  0.065
C: -2.14061 -1.80404 2.76400  -0.001
F: -1.39055 -2.91155 2.78724  0.000
C: -3.15393 -1.63158 3.68113  -0.002
C: -3.86883 -0.45351 3.60808  0.001
F: -4.83639 -0.21544 4.49592  0.000
C: -3.62379 0.50895 2.64296  -0.004
F: -4.36715 1.62907 2.69171  0.000
H: -2.26771 3.37405 -3.44191  0.003
H: -2.07540 1.59953 -3.43574  -0.020
H: -0.65070 2.64605 -3.41924  -0.015
H: -0.94939 3.86947 -0.07820  -0.010
H: 0.10349 3.71987 -1.48533  -0.008
H: -1.41521 4.64911 -1.61795  0.007
H: -3.63391 1.91049 -1.68071  -0.049
H: -3.45052 3.64553 -1.37495  0.005
H: -4.22709 2.13872 0.56990  -0.006
H: -2.84742 3.14746 0.98808  -0.006
H: -3.35634 -2.37043 4.44160  0.000
C: 3.36365 -1.29003 -3.00110  -0.001
C: 2.31947 -0.83863 -1.98418  -0.025
C: 1.77592 -2.03906 -1.22486  0.015
P: 0.89906 0.15861 -2.65713  0.197
C: 1.80274 1.26100 -3.84724  -0.007
C: 1.00694 1.95448 -4.95633  0.003
C: 2.70295 2.25226 -3.10927  0.007
C: -0.09840 -0.94847 -3.66602  -0.095
C: 0.29074 -1.43758 -4.91294  -0.004
C: -0.49351 -2.33044 -5.62660  0.004
C: -0.06911 -2.86121 -6.96800  0.000
C: -1.69535 -2.72614 -5.04248  -0.005
C: -2.10743 -2.24879 -3.81220  0.007
C: -1.32094 -1.33827 -3.10067  0.063
N: -1.72272 -0.82277 -1.85011  0.060
C: -2.87880 -1.46500 -1.23990  0.087
C: -4.17277 -0.95659 -1.44896  -0.018
C: -4.50351 -0.02912 -2.58835  0.004
C: -5.22257 -1.43553 -0.67995  0.000
C: -5.05396 -2.46153 0.24498  0.001
C: -6.19960 -2.92742 1.09871  0.000
C: -3.81111 -3.06777 0.30098  0.001
C: -2.72642 -2.60777 -0.44437  -0.024
C: -1.46038 -3.41668 -0.42988  0.002
H: 4.07982 -1.94569 -2.50286  0.001
H: 3.93148 -0.46380 -3.42664  0.000
H: 2.91271 -1.86438 -3.81235  0.001
H: 2.77870 -0.15478 -1.26248  0.011
H: 1.26372 -2.72537 -1.89956  0.000
H: 1.08802 -1.73110 -0.43621  0.003
H: 2.59129 -2.58721 -0.74995  -0.002
H: 2.44758 0.53735 -4.35202  -0.001
H: 0.66710 2.94605 -4.65786  0.001
H: 0.15014 1.37215 -5.29793  -0.003
H: 1.66559 2.10621 -5.81224  0.000
H: 2.11408 2.98127 -2.54933  0.001
H: 3.31281 2.79666 -3.83181  0.001
H: 3.37180 1.76653 -2.39911  -0.003
H: 1.22998 -1.10896 -5.34384  0.001
H: 0.86436 -2.40570 -7.29551  0.000
H: -0.82547 -2.65911 -7.72725  0.000
H: 0.07879 -3.94137 -6.93540  0.000
H: -2.33370 -3.42601 -5.56925  0.000
H: -3.04859 -2.58687 -3.39913  0.003
H: -5.20286 0.75447 -2.29244  0.000
H: -4.99768 -0.60387 -3.37521  -0.001
H: -3.62042 0.41760 -3.03617  0.003
H: -6.21176 -1.01567 -0.83250  0.000
H: -7.01909 -3.30574 0.48620  0.000
H: -6.59533 -2.10646 1.69881  0.000
H: -5.88983 -3.72220 1.77548  0.000
H: -3.66570 -3.92926 0.94474  0.000
H: -1.64268 -4.36259 -0.94467  0.001
H: -1.13489 -3.65374 0.58314  0.000
H: -0.65621 -2.91071 -0.94414  -0.005
C: -0.39104 2.53173 3.97281  0.006
Si: 0.94117 1.31956 4.50484  0.003
C: 1.96281 2.06291 5.89138  0.002
C: 0.15519 -0.25768 5.15615  0.001
Si: 2.32839 0.83232 2.66079  0.021
Te: 1.24793 1.68766 0.52074  -0.059
Si: 3.11883 -1.38126 2.62621  0.011
C: 1.73102 -2.61468 2.35487  -0.005
C: 4.45246 -1.57689 1.31873  0.001
C: 3.86785 -1.68996 4.31798  0.003
Si: 4.13482 2.35039 2.56685  0.000
C: 4.98931 2.22271 0.89750  0.003
C: 5.36620 1.95257 3.92636  0.000
C: 3.48427 4.09757 2.78157  0.003
H: -1.04658 2.77206 4.81368  0.000
H: -0.99722 2.10800 3.16985  -0.002
H: 0.04615 3.46137 3.60257  -0.001
H: 1.32768 2.25167 6.76032  0.000
H: 2.42428 3.00825 5.60446  0.000
H: 2.75582 1.38139 6.20537  0.000
H: -0.64355 -0.02491 5.86539  0.000
H: 0.89235 -0.87296 5.67597  0.000
H: -0.26997 -0.85665 4.35327  -0.001
H: 1.07231 -2.32560 1.53719  0.000
H: 1.12170 -2.70626 3.25567  0.000
H: 2.13550 -3.60446 2.12776  0.000
H: 4.12416 -1.23082 0.33629  -0.001
H: 4.74186 -2.62712 1.23148  0.000
H: 5.34486 -1.01111 1.59151  0.000
H: 3.11478 -1.63440 5.10615  -0.001
H: 4.65724 -0.97600 4.55396  0.000
H: 4.30433 -2.69151 4.34940  0.000
H: 5.29824 1.20037 0.67653  0.000
H: 5.88224 2.85295 0.88673  0.000
H: 4.32974 2.56015 0.09655  0.002
H: 5.84984 0.98956 3.75420  0.000
H: 4.90005 1.92902 4.91229  0.000
H: 6.15065 2.71300 3.94669  0.000
H: 2.72410 4.32897 2.03283  0.000
H: 4.29660 4.81944 2.66735  0.000
H: 3.04459 4.24760 3.76850  0.000

Calculated values
2S+1   3
⟨S²⟩   2.02
Net charge   +1
ΔE to the lowest compared entry with this formula, charge and spin   0.000 eV



Max |F| for the records above, in order: 1.10; 0.39 eV/A